[1]
{"formula": "C16H22ClF9NO6S", "method": "wB97M-V/def2-TZVPD", "species": ["O", "C", "Cl", "C", "C", "C", "C", "C", "O", "S", "O", "O", "C", "F", "F", "C", "F", "F", "C", "F", "F", "C", "F", "F", "F", "H", "H", "H", "H", "H", "H", "H", "C", "O", "C", "C", "N", "C", "C", "O", "C", "H", "H", "H", "H", "H", "H", "H", "H", "H", "H", "H", "H", "H", "H", "H"], "xyz": [[-0.096, -3.203, 2.412], [-0.557, -2.747, 1.426], [0.439, -2.656, -0.053], [-1.952, -2.224, 1.242], [-1.932, -0.802, 0.683], [-1.629, 0.201, 1.815], [-0.535, 1.231, 1.441], [-0.606, 1.821, 0.107], [-0.886, 2.577, 1.404], [-3.391, -0.402, -0.092], [-3.365, -0.721, -1.502], [-3.849, 0.934, 0.233], [-4.820, -1.517, 0.449], [-4.616, -2.723, -0.150], [-4.805, -1.735, 1.793], [-6.253, -1.061, 0.033], [-6.996, -2.123, -0.348], [-6.188, -0.237, -1.021], [-7.031, -0.303, 1.142], [-6.296, 0.708, 1.601], [-8.130, 0.224, 0.553], [-7.540, -1.167, 2.360], [-8.839, -0.963, 2.555], [-6.908, -0.809, 3.469], [-7.354, -2.467, 2.177], [-2.404, -2.290, 2.232], [-2.432, -2.928, 0.563], [-1.242, -0.357, 2.671], [-2.494, 0.802, 2.086], [0.471, 1.019, 1.815], [-1.550, 1.980, -0.390], [0.252, 2.319, -0.324], [7.004, 2.142, -0.165], [6.203, 2.472, -1.279], [6.443, 1.679, -2.434], [5.266, 0.781, -2.741], [5.129, -0.271, -1.745], [3.896, -1.051, -1.850], [2.568, -0.341, -1.618], [2.382, 0.102, -0.290], [2.921, 1.370, 0.014], [6.826, 2.899, 0.597], [6.748, 1.162, 0.252], [8.068, 2.150, -0.424], [7.359, 1.090, -2.319], [6.588, 2.366, -3.273], [5.420, 0.320, -3.722], [4.372, 1.418, -2.806], [5.168, 0.145, -0.824], [3.964, -1.858, -1.117], [3.872, -1.521, -2.839], [1.779, -1.069, -1.810], [2.402, 0.485, -2.323], [2.903, 2.039, -0.852], [3.947, 1.302, 0.393], [2.307, 1.810, 0.801]], "homo_lumo_gap_ha": 0.2517, "max_force_ev_per_a": 3.02, "molar_mass_g_mol": 562.9, "total_charge": -1, "spin_multiplicity": 1}

[2]
{"formula": "C23H66Cl6O10", "method": "wB97M-V/def2-TZVPD", "species": ["C", "Cl", "Cl", "H", "H", "C", "Cl", "Cl", "H", "H", "C", "Cl", "Cl", "H", "H", "C", "C", "O", "H", "H", "H", "H", "H", "H", "C", "C", "O", "H", "H", "H", "H", "H", "H", "C", "C", "O", "H", "H", "H", "H", "H", "H", "C", "C", "O", "H", "H", "H", "H", "H", "H", "C", "C", "O", "H", "H", "H", "H", "H", "H", "C", "C", "O", "H", "H", "H", "H", "H", "H", "C", "C", "O", "H", "H", "H", "H", "H", "H", "C", "C", "O", "H", "H", "H", "H", "H", "H", "C", "C", "O", "H", "H", "H", "H", "H", "H", "C", "C", "O", "H", "H", "H", "H", "H", "H"], "xyz": [[1.979, -4.973, 0.631], [1.481, -3.428, 1.434], [3.603, -4.914, 0.093], [1.908, -5.687, 1.426], [1.237, -5.193, -0.142], [0.268, 1.537, -3.764], [0.476, 3.051, -4.838], [-0.040, 0.005, -4.610], [1.162, 1.338, -3.195], [-0.617, 1.713, -3.192], [3.033, -1.614, -3.276], [4.267, -0.350, -3.412], [3.522, -3.169, -3.921], [2.783, -1.756, -2.222], [2.120, -1.339, -3.788], [-0.786, 0.603, 4.183], [-2.034, 1.156, 3.521], [-3.226, 0.408, 3.885], [0.105, 1.062, 3.762], [-0.772, -0.452, 4.164], [-0.728, 0.797, 5.283], [-1.947, 1.028, 2.446], [-2.249, 2.197, 3.844], [-2.993, -0.521, 3.899], [2.789, 2.693, 4.010], [4.000, 2.657, 3.146], [4.527, 1.402, 2.942], [2.470, 3.682, 4.176], [3.013, 2.246, 4.991], [1.965, 2.139, 3.587], [4.806, 3.339, 3.464], [3.679, 3.079, 2.144], [4.221, 1.146, 2.074], [-1.358, -3.728, -3.398], [-0.304, -4.835, -3.175], [0.622, -4.470, -2.119], [-1.805, -3.514, -2.420], [-2.104, -3.998, -4.159], [-0.880, -2.803, -3.739], [0.220, -5.026, -4.120], [-0.679, -5.783, -2.877], [1.312, -3.862, -2.477], [-6.606, 2.153, 2.237], [-6.067, 1.173, 1.208], [-4.660, 1.212, 1.150], [-6.283, 3.205, 2.117], [-6.419, 1.751, 3.198], [-7.700, 2.205, 2.121], [-6.325, 1.580, 0.187], [-6.401, 0.179, 1.301], [-4.339, 0.918, 1.999], [5.612, -1.271, 1.406], [4.733, -1.067, 0.208], [3.990, 0.133, 0.281], [5.998, -0.328, 1.667], [6.359, -2.040, 1.192], [4.954, -1.685, 2.199], [4.170, -1.954, -0.043], [5.471, -0.923, -0.570], [3.181, 0.076, -0.240], [-3.471, -3.320, 1.017], [-2.633, -4.429, 0.549], [-3.263, -5.110, -0.487], [-4.483, -3.718, 1.173], [-3.485, -2.535, 0.240], [-3.125, -2.852, 1.944], [-2.322, -5.119, 1.324], [-1.674, -4.022, 0.214], [-3.048, -6.029, -0.480], [-3.703, 0.426, -2.918], [-3.446, -0.635, -1.857], [-2.926, -0.083, -0.683], [-2.741, 0.773, -3.337], [-4.196, 1.233, -2.409], [-4.311, 0.033, -3.762], [-2.799, -1.408, -2.255], [-4.386, -1.108, -1.589], [-3.592, 0.425, -0.166], [4.592, 3.347, -0.904], [3.161, 3.407, -1.129], [2.617, 4.735, -1.212], [4.861, 2.310, -1.049], [4.952, 3.698, 0.091], [5.134, 3.976, -1.633], [2.709, 2.855, -0.293], [2.871, 2.862, -2.040], [3.289, 5.389, -1.480], [-1.256, 4.108, 0.395], [-0.930, 3.587, -0.952], [0.399, 3.038, -1.051], [-1.327, 3.331, 1.131], [-2.212, 4.601, 0.336], [-0.464, 4.771, 0.732], [-0.957, 4.438, -1.674], [-1.645, 2.861, -1.298], [0.941, 3.814, -1.156], [0.381, -0.103, 1.001], [0.350, -0.442, -0.481], [1.393, 0.248, -1.159], [1.169, -0.638, 1.490], [-0.557, -0.325, 1.476], [0.435, 0.996, 1.070], [-0.627, -0.248, -0.907], [0.492, -1.500, -0.636], [1.123, 1.176, -1.067]], "homo_lumo_gap_ha": 0.3781, "max_force_ev_per_a": 3.71, "molar_mass_g_mol": 715.5, "spin_multiplicity": 1}

[3]
{"formula": "C33H62N2O13S5", "method": "wB97M-V/def2-TZVPD", "species": ["C", "C", "C", "C", "C", "N", "C", "C", "C", "C", "N", "O", "C", "O", "C", "C", "C", "O", "H", "H", "H", "H", "H", "H", "H", "H", "H", "H", "H", "H", "H", "H", "H", "H", "H", "H", "H", "H", "H", "H", "C", "C", "C", "S", "O", "O", "C", "H", "H", "H", "H", "H", "H", "H", "H", "C", "C", "C", "S", "O", "O", "C", "H", "H", "H", "H", "H", "H", "H", "H", "C", "C", "C", "S", "O", "O", "C", "H", "H", "H", "H", "H", "H", "H", "H", "C", "C", "C", "S", "O", "O", "C", "H", "H", "H", "H", "H", "H", "H", "H", "C", "C", "C", "S", "O", "O", "C", "H", "H", "H", "H", "H", "H", "H", "H"], "xyz": [[3.123, 2.253, -4.937], [4.017, 3.256, -4.451], [4.598, 4.680, -3.893], [3.795, 5.262, -2.543], [2.986, 4.098, -1.717], [2.227, 4.588, -0.499], [0.771, 4.187, -0.508], [2.680, 6.308, -3.126], [1.675, 5.703, -4.270], [0.373, 4.730, -4.003], [1.903, 6.044, -5.609], [4.855, 5.837, -1.718], [4.466, 7.002, -0.935], [4.167, 6.776, 0.375], [4.463, 8.575, -1.395], [3.038, 9.357, -1.272], [2.365, 9.807, -2.714], [1.986, 8.677, -0.508], [2.266, 1.511, -5.312], [5.730, 4.511, -3.575], [4.644, 5.505, -4.754], [2.228, 3.469, -2.348], [3.815, 3.348, -1.301], [2.665, 4.126, 0.342], [0.534, 3.160, -1.014], [0.112, 5.087, -0.905], [0.457, 4.064, 0.637], [2.010, 6.774, -2.288], [3.286, 7.198, -3.642], [-0.343, 4.830, -4.935], [-0.258, 5.021, -3.051], [0.718, 3.587, -3.991], [2.733, 6.672, -5.687], [4.754, 8.580, -2.553], [5.305, 9.132, -0.780], [3.258, 10.379, -0.695], [3.136, 9.722, -3.590], [1.410, 9.109, -2.851], [1.944, 10.905, -2.551], [1.136, 9.208, -0.529], [0.285, -3.054, -2.859], [1.652, -2.699, -2.276], [2.347, -1.767, -3.267], [1.046, -0.906, -4.138], [1.078, -1.308, -5.528], [1.042, 0.486, -3.733], [-0.312, -1.740, -3.340], [-0.358, -3.541, -2.121], [0.411, -3.741, -3.705], [1.517, -2.183, -1.317], [2.255, -3.593, -2.085], [2.985, -1.042, -2.758], [2.932, -2.328, -4.001], [-1.134, -1.873, -4.045], [-0.634, -1.122, -2.497], [-1.659, 4.678, 4.509], [-2.828, 5.442, 3.889], [-3.073, 4.858, 2.499], [-2.527, 3.158, 2.568], [-1.384, 3.006, 1.693], [-3.680, 2.284, 2.496], [-1.946, 3.206, 4.252], [-1.558, 4.887, 5.578], [-0.724, 4.969, 4.016], [-3.723, 5.305, 4.509], [-2.627, 6.516, 3.836], [-4.132, 4.889, 2.230], [-2.480, 5.373, 1.738], [-1.066, 2.571, 4.362], [-2.755, 2.844, 4.895], [2.274, -0.675, 3.777], [1.105, 0.090, 3.157], [0.861, -0.494, 1.767], [1.406, -2.194, 1.836], [2.550, -2.346, 0.961], [0.253, -3.069, 1.764], [1.987, -2.146, 3.520], [2.375, -0.465, 4.846], [3.209, -0.383, 3.284], [0.211, -0.047, 3.777], [1.307, 1.164, 3.104], [-0.198, -0.463, 1.498], [1.453, 0.021, 1.006], [2.868, -2.781, 3.630], [1.179, -2.508, 4.163], [-2.921, -7.083, 0.688], [-1.955, -5.901, 0.759], [-0.537, -6.462, 0.659], [-0.664, -7.978, -0.277], [-0.317, -9.085, 0.589], [-0.051, -7.789, -1.577], [-2.436, -7.944, -0.468], [-3.954, -6.754, 0.538], [-2.879, -7.652, 1.624], [-2.143, -5.225, -0.083], [-2.087, -5.325, 1.679], [0.134, -5.771, 0.143], [-0.133, -6.706, 1.646], [-2.834, -8.960, -0.444], [-2.659, -7.475, -1.431], [-6.148, -11.307, 3.489], [-4.781, -10.952, 4.073], [-4.086, -10.020, 3.081], [-5.387, -9.158, 2.211], [-5.355, -9.561, 0.820], [-5.391, -7.767, 2.616], [-6.744, -9.992, 3.009], [-6.791, -11.794, 4.228], [-6.022, -11.994, 2.644], [-4.916, -10.436, 5.031], [-4.178, -11.846, 4.264], [-3.448, -9.295, 3.591], [-3.501, -10.581, 2.347], [-7.567, -10.126, 2.304], [-7.067, -9.375, 3.852]], "homo_lumo_gap_ha": 0.3162, "smiles": "[H]/N=C(/C)C[C@](CC#C)(CNC)OC(=O)C[C@@H](C)O.O=S1(=O)CCCC1.O=S1(=O)CCCC1.O=S1(=O)CCCC1.O=S1(=O)CCCC1.O=S1(=O)CCCC1", "max_force_ev_per_a": 10.02, "molar_mass_g_mol": 855.2, "spin_multiplicity": 1}

[4]
{"formula": "C20H25N9O8Ru", "method": "wB97M-V/def2-TZVPD", "species": ["Ru", "O", "C", "O", "C", "C", "N", "N", "C", "C", "O", "O", "H", "H", "H", "O", "C", "O", "C", "C", "N", "N", "C", "C", "O", "O", "H", "H", "H", "C", "N", "C", "C", "N", "N", "C", "C", "H", "H", "H", "H", "H", "H", "H", "H", "H", "H", "H", "H", "H", "N", "C", "C", "C", "N", "C", "C", "H", "H", "H", "H", "H", "H"], "xyz": [[-0.159, 0.099, -0.174], [-2.880, 0.395, 5.293], [-2.625, 1.617, 4.859], [-2.923, 2.610, 5.464], [-1.857, 1.756, 3.576], [-1.425, 2.984, 3.123], [-0.796, 2.784, 1.953], [-0.791, 1.487, 1.611], [-1.431, 0.852, 2.587], [-1.517, -0.640, 2.469], [-2.008, -1.283, 3.385], [-1.029, -1.124, 1.383], [-2.546, -0.299, 4.666], [-1.528, 3.956, 3.577], [-0.309, 3.460, 1.386], [5.915, -0.195, 0.116], [5.411, -0.182, 1.344], [6.093, -0.202, 2.330], [3.919, -0.172, 1.482], [3.295, -0.203, 2.713], [1.971, -0.164, 2.496], [1.690, -0.118, 1.189], [2.859, -0.124, 0.564], [2.787, -0.110, -0.923], [3.792, -0.139, -1.603], [1.570, -0.088, -1.388], [5.211, -0.178, -0.576], [3.726, -0.255, 3.698], [1.228, -0.230, 3.174], [-3.433, -0.600, -0.689], [-3.161, -1.234, -1.963], [-3.705, -0.522, -3.121], [-1.940, -1.851, -2.143], [-0.877, -1.507, -1.454], [-1.890, -2.808, -3.085], [-3.068, -3.532, -3.552], [-0.609, -3.336, -3.532], [-4.481, -0.305, -0.676], [-2.850, 0.317, -0.519], [-3.244, -1.289, 0.128], [-3.228, 0.458, -3.248], [-4.774, -0.376, -2.979], [-3.557, -1.098, -4.031], [-0.102, -2.148, -1.580], [-3.942, -3.224, -2.988], [-2.911, -4.600, -3.401], [-3.235, -3.352, -4.615], [0.125, -2.536, -3.623], [-0.743, -3.781, -4.515], [-0.228, -4.105, -2.854], [-2.286, 4.323, -4.417], [-1.786, 3.537, -3.449], [-0.659, 2.726, -3.667], [-0.184, 1.936, -2.654], [-0.747, 1.887, -1.424], [-1.836, 2.656, -1.222], [-2.376, 3.478, -2.172], [-1.825, 4.404, -5.306], [-3.058, 4.940, -4.237], [-0.153, 2.728, -4.623], [0.690, 1.316, -2.801], [-2.292, 2.594, -0.242], [-3.246, 4.076, -1.935]], "homo_lumo_gap_ha": [0.3522, 0.2795], "s2": 8.756, "max_force_ev_per_a": 0.40, "molar_mass_g_mol": 620.5, "total_charge": 1, "spin_multiplicity": 6}